DFT (ωB97M-V/def2-TZVPD) results for 2 unconnected molecules or ions with the total composition C20H17F3O3 at a distorted geometry.

Cartesian coordinates (Å):
C 2.493 1.038 2.203
C 1.617 -0.060 1.659
C 0.198 -0.109 2.046
C -0.650 -1.249 1.581
C -2.087 -0.843 1.257
C -2.624 -0.036 2.403
O -1.793 1.121 2.706
C -0.456 1.150 2.480
O 0.123 2.227 2.671
O 2.107 -0.942 0.935
H 1.913 1.961 2.270
H 2.842 0.804 3.222
H 3.356 1.145 1.540
H -0.208 -1.739 0.704
H -0.697 -1.998 2.389
H -2.101 -0.308 0.291
H -2.710 -1.740 1.136
H -3.610 0.382 2.193
H -2.663 -0.652 3.311
F 2.054 -2.104 8.994
C 1.149 -2.051 7.951
C -0.210 -2.136 8.246
C -1.083 -1.983 7.173
F -2.432 -2.002 7.441
C -0.652 -1.813 5.863
C 0.739 -1.938 5.566
C 1.183 -2.090 4.213
C 2.063 -3.122 3.785
C 2.177 -3.449 2.400
C 3.278 -4.131 1.916
C 4.214 -4.690 2.797
C 3.948 -4.597 4.162
F 4.794 -5.236 5.041
C 2.886 -3.872 4.682
C 1.646 -1.922 6.663
H -0.559 -2.290 9.260
H -1.366 -1.679 5.054
H 0.820 -1.382 3.484
H 1.395 -3.113 1.722
H 3.417 -4.225 0.838
H 5.116 -5.185 2.441
H 2.727 -3.816 5.752
H 2.718 -1.861 6.471

Cartesian forces, eV/Å:
C 0.369 0.265 -0.212
C -0.845 -0.292 0.233
C 0.466 1.278 -0.634
C 0.096 0.244 -0.235
C 0.247 -0.273 -0.320
C 0.507 0.718 0.115
O -0.594 -0.115 -0.190
C 1.300 0.313 0.209
O -1.690 -1.324 -0.020
O -0.120 -0.172 0.247
H 0.498 -0.225 -0.052
H -0.115 -0.064 -0.288
H -0.043 -0.104 0.186
H 0.169 0.051 0.291
H 0.006 -0.476 0.179
H -0.113 0.040 0.507
H 0.094 0.191 -0.004
H 0.078 -0.080 0.161
H -0.135 0.033 -0.101
F -1.030 0.044 -1.092
C 0.624 0.150 0.617
C 0.307 0.115 -0.370
C -0.585 0.079 0.126
F 1.361 0.066 -0.376
C 0.524 -0.379 -0.373
C -0.116 0.874 2.360
C -0.173 -1.392 -0.618
C 0.234 -0.318 0.122
C -0.132 1.039 -0.138
C 0.352 -0.502 0.070
C -0.432 0.393 -0.232
C -0.040 -0.112 1.067
F -0.752 0.538 -0.811
C 0.630 -0.004 -0.307
C -0.372 -0.536 -0.396
H 0.011 0.088 -0.152
H 0.064 -0.148 0.215
H -0.625 -0.050 -0.436
H 0.457 0.198 0.093
H -0.084 -0.052 0.355
H -0.267 0.025 0.130
H 0.230 -0.132 -0.206
H -0.360 0.009 0.279

The relative energy (zero: lowest compared OMol25 entry of this formula, charge and spin) is 3.734 eV. Its LUMO energy is -3.2 eV. The molecular weight is 362.35 u. The calculation puts the electronic energy at -35306.856 eV. As for the HOMO-LUMO gap: 0.1518 Eh. The highest occupied orbital energy comes out at -7.311 eV.

Atomic partial charges in e from the natural (NBO) method, atoms 1 to 5: -0.73, 0.53, -0.36, -0.43, -0.42